Entry from OMol25: a molecular structure, C28H76Ag2N5O10 (ωB97M-V/def2-TZVPD).

As for the expectation value of S²: 2.0091. As for the LUMO energy (spin up / spin down): -0.307 / -0.410 Eh. The total charge is +3. Its calculated total energy is -2431.42166 hartree. The HOMO-LUMO gap (spin up / spin down) comes out at 5.86 / 3.06 eV. As for the multiplicity: 3.

Cartesian coordinates (Å):
Ag1 11.709 -1.312 -4.714
Ag2 12.223 -4.726 -1.204
C1 15.519 -2.433 -2.522
C2 14.087 -2.412 -3.006
O1 13.761 -1.560 -3.873
O2 13.238 -3.223 -2.510
H1 15.654 -2.855 -1.532
H2 15.872 -1.403 -2.553
H3 16.104 -3.036 -3.217
C3 20.748 -3.175 -3.557
C4 20.347 -2.927 -2.100
C5 20.407 -4.249 -1.336
O3 19.418 -5.225 -1.658
C6 18.178 -4.866 -1.093
N1 21.312 -2.039 -1.480
H4 21.809 -3.352 -3.715
H5 20.433 -2.337 -4.189
H6 20.206 -4.052 -3.929
H7 19.323 -2.521 -2.090
H8 20.399 -4.050 -0.254
H9 21.365 -4.762 -1.436
H10 18.256 -4.262 -0.187
H11 17.633 -5.775 -0.827
H12 17.569 -4.323 -1.825
H13 21.200 -1.127 -1.903
H14 21.159 -1.925 -0.485
C7 9.723 -2.297 1.617
C8 10.548 -3.395 0.956
C9 9.667 -4.476 0.338
O4 10.525 -5.531 -0.084
C10 10.053 -6.862 0.111
N2 11.429 -2.857 -0.118
H15 9.123 -1.695 0.935
H16 10.397 -1.635 2.164
H17 9.090 -2.762 2.374
H18 11.172 -3.825 1.741
H19 9.131 -4.010 -0.495
H20 8.959 -4.860 1.072
H21 10.771 -7.607 -0.224
H22 9.149 -7.043 -0.478
H23 9.803 -7.028 1.160
H24 12.023 -2.143 0.383
H25 10.899 -2.361 -0.833
C11 16.631 1.062 -5.211
C12 15.777 0.597 -6.405
C13 16.498 0.730 -7.726
O5 15.519 0.378 -8.688
C14 15.908 0.713 -10.013
N3 15.433 -0.811 -6.200
H26 17.650 0.670 -5.167
H27 16.156 0.806 -4.262
H28 16.790 2.141 -5.259
H29 14.832 1.140 -6.395
H30 17.365 0.081 -7.859
H31 16.791 1.780 -7.835
H32 15.059 0.481 -10.651
H33 16.767 0.157 -10.401
H34 16.136 1.782 -10.064
H35 14.913 -0.875 -5.302
H36 16.320 -1.332 -6.001
C15 15.155 -6.274 -2.637
C16 13.931 -6.497 -3.501
C17 13.968 -7.898 -4.105
O6 14.037 -8.815 -3.051
C18 14.032 -10.179 -3.493
N4 12.746 -6.469 -2.577
H37 15.363 -7.116 -1.975
H38 15.141 -5.349 -2.051
H39 16.102 -6.160 -3.176
H40 13.814 -5.733 -4.266
H41 14.855 -7.984 -4.744
H42 13.101 -8.071 -4.757
H43 14.281 -10.824 -2.658
H44 14.801 -10.296 -4.261
H45 13.049 -10.416 -3.901
H46 11.987 -6.825 -3.173
H47 12.830 -7.310 -1.989
C19 16.645 -3.061 1.541
C20 15.321 -2.465 2.008
C21 14.526 -1.927 0.804
O7 13.295 -1.324 1.209
C22 13.397 -0.080 1.891
N5 14.561 -3.531 2.675
H48 16.483 -3.908 0.868
H49 17.272 -3.339 2.383
H50 17.173 -2.307 0.948
H51 15.537 -1.661 2.713
H52 14.205 -2.826 0.273
H53 15.078 -1.228 0.167
H54 12.392 0.233 2.166
H55 13.833 0.697 1.259
H56 13.974 -0.158 2.812
H57 14.514 -4.346 2.068
H58 13.600 -3.222 2.804
C23 10.783 1.387 -1.257
C24 11.937 0.925 -2.158
O8 11.537 0.860 -3.540
H59 10.209 2.137 -1.808
H60 11.117 1.923 -0.372
H61 10.106 0.560 -1.037
H62 12.400 0.011 -1.787
H63 12.674 1.736 -2.112
H64 11.606 1.766 -3.855
C25 16.645 -4.042 -5.763
C26 17.947 -3.252 -5.629
O9 17.976 -2.172 -6.568
H65 16.621 -4.924 -5.126
H66 16.520 -4.344 -6.804
H67 15.740 -3.474 -5.517
H68 18.758 -3.964 -5.782
H69 18.043 -2.857 -4.612
H70 18.795 -1.687 -6.400
C27 17.910 0.040 -1.130
C28 18.898 1.175 -0.891
O10 20.211 0.683 -1.102
H71 17.799 -0.188 -2.192
H72 16.920 0.307 -0.749
H73 18.237 -0.845 -0.581
H74 18.748 1.556 0.120
H75 18.750 1.968 -1.628
H76 20.877 1.128 -0.571

These are the Löwdin partial charges, in e, on atoms 1 to 99: 0.85, 1.12, 0.02, -0.65, -0.14, -0.15, 0.06, 0.07, 0.07, -0.05, -0.44, -0.20, -0.15, -0.13, 0.05, 0.09, 0.06, 0.07, 0.11, 0.12, 0.14, 0.06, 0.09, 0.06, 0.05, 0.08, -0.02, -0.39, -0.16, -0.31, -0.04, 0.06, 0.09, 0.08, 0.10, 0.15, 0.14, 0.15, 0.09, 0.11, 0.11, 0.08, 0.10, 0.00, -0.33, -0.18, -0.15, -0.06, 0.33, 0.10, 0.08, 0.11, 0.16, 0.14, 0.15, 0.10, 0.10, 0.10, 0.09, 0.10, -0.06, -0.36, -0.22, -0.21, -0.04, 0.01, 0.10, 0.05, 0.08, 0.14, 0.14, 0.14, 0.10, 0.10, 0.10, 0.11, 0.10, -0.05, -0.41, -0.19, -0.27, -0.05, 0.06, 0.06, 0.10, 0.07, 0.14, 0.09, 0.12, 0.09, 0.10, 0.10, 0.07, 0.06, -0.06, -0.29, -0.14, 0.09, 0.08

---

Entry from OMol25: 10 unconnected molecules or ions with the total composition C28H76O12 (ωB97M-V/def2-TZVPD).

As for the expectation value of S²: 0.7542. As for the energy above the lowest of the compared OMol25 structures with the same formula, charge and spin: 1.1671 eV. As for the LUMO energy (spin up / spin down): -0.099 / -0.330 Eh. The total charge is +1. Its calculated total energy is -2014.78351 hartree. The HOMO-LUMO gap (spin up / spin down) comes out at 9.10 / 2.79 eV. As for the multiplicity: 2.

Cartesian coordinates (Å):
C1 -0.021 -3.565 3.378
C2 -0.692 -2.895 4.626
C3 -0.650 -1.405 4.631
O1 -2.036 -3.366 4.885
H1 0.126 -4.638 3.496
H2 0.969 -3.136 3.219
H3 -0.626 -3.412 2.484
H4 -0.161 -3.288 5.493
H5 -1.263 -0.984 5.428
H6 -1.094 -0.974 3.734
H7 0.364 -1.006 4.634
H8 -2.429 -3.127 5.727
C4 -2.022 3.288 -2.047
C5 -2.329 4.816 -2.074
C6 -1.218 5.723 -1.552
O2 -2.561 5.191 -3.373
H9 -1.466 2.998 -2.938
H10 -2.920 2.673 -2.103
H11 -1.581 2.960 -1.106
H12 -3.260 4.936 -1.520
H13 -1.108 5.338 -0.538
H14 -1.577 6.752 -1.551
H15 -0.330 5.618 -2.175
H16 -2.680 6.143 -3.346
C7 2.317 3.192 -1.428
C8 3.287 2.380 -2.207
C9 2.546 1.447 -3.130
O3 4.091 3.283 -2.891
H17 2.001 2.571 -0.590
H18 1.416 3.445 -1.986
H19 2.698 4.078 -0.920
H20 3.936 1.836 -1.521
H21 1.825 2.084 -3.643
H22 2.136 0.665 -2.492
H23 3.241 0.965 -3.817
H24 4.610 3.752 -2.233
C10 4.485 -3.440 -0.146
C11 3.378 -3.754 0.812
C12 3.902 -4.605 2.025
O4 2.907 -2.584 1.358
H25 4.107 -2.576 -0.693
H26 4.753 -4.283 -0.782
H27 5.452 -3.252 0.322
H28 2.586 -4.329 0.330
H29 3.063 -4.778 2.700
H30 4.652 -4.097 2.631
H31 4.259 -5.604 1.772
H32 3.429 -2.402 2.143
C13 -4.413 2.503 2.619
C14 -3.389 2.507 3.789
C15 -3.368 1.343 4.813
O5 -2.116 2.501 3.327
H33 -4.447 1.542 2.106
H34 -4.169 3.347 1.974
H35 -5.446 2.637 2.942
H36 -3.580 3.364 4.436
H37 -2.982 0.423 4.375
H38 -4.349 1.133 5.239
H39 -2.716 1.488 5.675
H40 -1.930 1.660 2.904
C16 1.672 -2.768 -2.242
C17 2.408 -3.665 -3.230
C18 1.991 -5.165 -3.151
O6 2.446 -3.163 -4.582
H41 1.724 -3.220 -1.251
H42 0.630 -2.592 -2.507
H43 2.196 -1.822 -2.103
H44 3.456 -3.636 -2.933
H45 0.932 -5.308 -3.366
H46 2.143 -5.631 -2.178
H47 2.522 -5.741 -3.908
H48 3.040 -2.410 -4.567
C19 -0.795 0.024 -3.700
C20 -2.244 -0.223 -4.270
C21 -2.179 -0.946 -5.625
O7 -2.984 -0.991 -3.423
H49 -0.227 -0.897 -3.571
H50 -0.915 0.355 -2.668
H51 -0.157 0.719 -4.246
H52 -2.845 0.681 -4.374
H53 -1.573 -1.832 -5.439
H54 -1.679 -0.405 -6.428
H55 -3.173 -1.207 -5.987
H56 -3.160 -1.797 -3.914
C22 -4.641 0.631 -0.650
C23 -4.047 -0.700 -0.123
C24 -4.756 -2.034 -0.588
O8 -2.800 -0.832 -0.670
H57 -4.745 0.764 -1.727
H58 -4.048 1.456 -0.255
H59 -5.623 0.684 -0.181
H60 -3.877 -0.611 0.950
H61 -4.225 -2.859 -0.112
H62 -4.818 -2.314 -1.639
H63 -5.799 -2.114 -0.281
H64 -2.931 -0.823 -1.621
C25 0.691 -0.393 0.925
C26 -0.216 0.798 0.890
O9 -1.459 0.545 1.589
O10 1.988 -0.255 0.465
H65 0.166 -1.316 0.679
H66 0.948 -0.622 1.960
H67 -0.550 1.070 -0.111
H68 0.126 1.703 1.392
H69 -1.938 -0.187 1.193
H70 2.400 -1.110 0.607
C27 3.223 2.670 2.648
C28 4.422 2.254 3.434
O11 5.598 2.733 2.812
O12 3.022 4.104 2.716
H71 2.323 2.193 3.038
H72 3.343 2.406 1.597
H73 4.547 1.177 3.554
H74 4.280 2.597 4.459
H75 5.592 2.498 1.882
H76 2.967 4.444 3.612

These are the Löwdin partial charges, in e, on atoms 1 to 99: -0.03, -0.46, -0.07, -0.05, 0.08, 0.05, 0.07, 0.13, 0.08, 0.05, 0.08, 0.09, -0.03, -0.52, -0.04, -0.04, 0.07, 0.06, 0.06, 0.13, 0.08, 0.08, 0.08, 0.09, -0.06, -0.55, -0.04, -0.02, 0.05, 0.08, 0.09, 0.13, 0.09, 0.06, 0.09, 0.10, -0.04, -0.49, -0.02, -0.07, 0.07, 0.10, 0.09, 0.13, 0.07, 0.09, 0.09, 0.12, -0.02, -0.49, -0.05, -0.04, 0.05, 0.08, 0.08, 0.14, 0.05, 0.08, 0.08, 0.03, -0.06, -0.46, -0.03, -0.04, 0.05, 0.08, 0.06, 0.11, 0.08, 0.07, 0.08, 0.08, -0.02, -0.48, -0.04, -0.05, 0.05, 0.05, 0.07, 0.14, 0.09, 0.09, 0.09, 0.10, -0.03, -0.46, -0.02, -0.10, 0.08, 0.06, 0.08, 0.12, 0.07, 0.07, 0.07, 0.04, -0.11, -0.13, -0.07

---

Question: Among the records above, which one has the lowest calculated total energy?
Answer: C28H76Ag2N5O10